Entry 1:
# C19H24N5O9S2Ti

C19H24N5O9S2Ti as an isolated structure at a distorted geometry (wB97M-V/def2-TZVPD, the Open Molecules 2025 dataset).

## Properties
- ΔE to the lowest compared entry with this formula, charge and spin: 0.897 eV
- LUMO level: -4.22 eV
- E_HOMO: -12.426 eV
- E: -90751.365 eV

The geometry in ORCA input format:
```
! wB97M-V def2-TZVPD RIJCOSX def2/J DEFGRID3
* xyz 1 1
Ti 0.01 -0.19 -0.29
C 4.46 -0.85 -0.95
C 2.98 -0.66 -1.06
N 2.25 -0.36 -0.06
N 2.85 -0.30 1.16
C 2.19 0.19 2.24
N 2.88 0.16 3.38
S 0.64 0.81 2.16
C 2.26 -0.76 -2.34
C 2.83 -1.26 -3.49
C 2.06 -1.34 -4.64
C 0.75 -0.90 -4.61
C 0.24 -0.44 -3.41
N 0.97 -0.38 -2.30
H 4.88 -0.03 -0.36
H 4.93 -0.83 -1.92
H 4.70 -1.80 -0.47
H 3.78 -0.64 1.25
H 3.84 -0.12 3.43
H 2.44 0.52 4.21
H 3.86 -1.60 -3.49
H 2.49 -1.74 -5.55
H 0.12 -0.93 -5.48
H -0.79 -0.13 -3.33
O 2.22 2.46 -0.38
C 1.03 2.60 -0.42
O 0.17 1.56 -0.61
C 0.37 3.92 -0.28
C 1.14 5.07 -0.41
C 0.55 6.31 -0.26
C -0.79 6.38 0.04
C -1.58 5.25 0.20
C -0.99 4.01 0.03
N -1.42 7.71 0.22
O -0.69 8.67 0.27
O -2.62 7.74 0.44
H 2.19 4.98 -0.64
H 1.12 7.23 -0.36
H -2.63 5.36 0.44
H -1.57 3.11 0.16
C -2.67 1.41 -1.96
C -3.22 0.81 -0.67
O -2.24 0.43 0.35
C -2.97 -0.38 1.32
C -2.27 -0.57 2.64
H -3.17 2.35 -2.19
H -2.84 0.73 -2.80
H -1.61 1.63 -1.90
H -3.80 -0.08 -0.89
H -3.89 1.52 -0.18
H -3.18 -1.34 0.84
H -3.91 0.12 1.49
H -1.34 -1.13 2.55
H -2.94 -1.15 3.27
H -2.08 0.38 3.13
O -1.38 -3.52 0.16
S -0.43 -2.63 -0.37
O -1.12 -1.43 -1.12
O 0.20 -1.72 0.74
O 0.64 -3.12 -1.18
*
```

Entry 2:
# F2HISi

A 2-piece molecular cluster, F2HISi overall at a distorted geometry (wB97M-V/def2-TZVPD, the Open Molecules 2025 dataset).

## Properties
- ΔE to the lowest compared entry with this formula, charge and spin: 3.509 eV
- LUMO level (alpha / beta): -2.02 / -1.34 eV
- E_HOMO (alpha / beta): -10.379 / -9.371 eV
- E: -21430.189 eV

The geometry in ORCA input format:
```
! wB97M-V def2-TZVPD RIJCOSX def2/J DEFGRID3
* xyz 0 1
F 1.60 -1.08 -2.68
F -0.53 -2.13 -2.29
Si 0.73 -1.55 -1.45
I 2.09 -3.12 -0.19
H -0.27 -0.38 0.69
*
```

Entry 3:
# C2H8NO

A 2-piece molecular cluster, C2H8NO overall at a distorted geometry (wB97M-V/def2-TZVPD, the Open Molecules 2025 dataset).

## Properties
- ΔE to the lowest compared entry with this formula, charge and spin: 3.178 eV
- LUMO level: -3.69 eV
- E_HOMO: -12.985 eV
- E: -5731.706 eV

The geometry in ORCA input format:
```
! wB97M-V def2-TZVPD RIJCOSX def2/J DEFGRID3
* xyz 1 1
C -0.90 -0.49 -0.41
C 0.00 1.20 1.13
N 0.28 -1.27 -0.81
O 1.27 1.28 0.76
H -1.31 0.10 -1.21
H -1.62 -1.04 0.17
H -0.70 1.98 0.91
H -0.18 0.56 1.98
H 1.00 -0.65 -1.20
H 0.05 -1.98 -1.53
H 0.67 -1.75 0.00
H 1.46 2.05 0.21
*
```

Entry 4:
# C4H9N

A 3-piece molecular cluster, C4H9N overall (wB97M-V/def2-TZVPD, the Open Molecules 2025 dataset).

## Properties
- ΔE to the lowest compared entry with this formula, charge and spin: 4.962 eV
- LUMO level: 1.16 eV
- E_HOMO: -7.949 eV
- E: -5778.850 eV

The geometry in ORCA input format:
```
! wB97M-V def2-TZVPD RIJCOSX def2/J DEFGRID3
* xyz 0 1
C 0.11 -0.55 -1.59
C 0.81 -0.64 -0.25
C 1.11 0.59 0.54
N 0.14 -0.23 0.98
C -1.12 -0.02 1.34
H 0.85 -0.45 -2.39
H -0.47 -1.46 -1.79
H -0.56 0.31 -1.64
H 1.39 -1.55 -0.11
H -0.13 1.71 0.18
H 1.99 0.96 1.06
H -1.29 0.53 2.26
H -0.98 1.58 0.37
H -1.86 -0.76 1.04
*
```

Entry 5:
# C4H5N3O

One molecule with the formula C4H5N3O at a distorted geometry (wB97M-V/def2-TZVPD, the Open Molecules 2025 dataset).

## Properties
- SMILES: Cc1ncnnc1O
- ΔE to the lowest compared entry with this formula, charge and spin: 3.669 eV
- LUMO level: -0.15 eV
- E_HOMO: -9.722 eV
- E: -10743.946 eV

The geometry in ORCA input format:
```
! wB97M-V def2-TZVPD RIJCOSX def2/J DEFGRID3
* xyz 0 1
C 1.65 1.50 -0.10
C 0.44 0.72 0.00
N -0.76 1.26 0.15
C -1.79 0.58 0.04
N -1.87 -0.70 -0.11
N -0.59 -1.30 -0.05
C 0.52 -0.67 0.03
O 1.69 -1.41 0.03
H 1.39 2.53 -0.63
H 2.41 0.78 -0.72
H 1.79 1.61 1.15
H -2.78 0.99 -0.06
H 1.24 -2.23 0.28
*
```

Entry 6:
# C4H13NO3

A 2-piece molecular cluster, C4H13NO3 overall at a distorted geometry (wB97M-V/def2-TZVPD, the Open Molecules 2025 dataset).

## Properties
- SMILES: CN(O)CO.CCO
- ΔE to the lowest compared entry with this formula, charge and spin: 5.700 eV
- LUMO level: 0.75 eV
- E_HOMO: -7.425 eV
- E: -11986.771 eV

The geometry in ORCA input format:
```
! wB97M-V def2-TZVPD RIJCOSX def2/J DEFGRID3
* xyz 0 1
C 2.76 -0.27 0.92
N 1.53 0.33 0.45
O 1.80 1.63 -0.03
C 0.43 0.39 1.43
O -0.64 1.06 0.90
H 3.49 -0.23 0.12
H 2.55 -1.31 1.17
H 3.17 0.26 1.79
H 0.91 2.00 -0.14
H 0.22 -0.65 1.71
H 0.78 0.94 2.32
H -0.96 0.60 -0.03
C -2.69 -0.74 -0.62
C -1.62 -0.19 -1.55
O 0.00 -0.56 -1.07
H -3.01 0.03 0.08
H -2.30 -1.60 -0.07
H -3.57 -1.04 -1.18
H -1.86 0.80 -1.94
H -1.62 -0.80 -2.46
H 0.61 -0.64 -1.82
*
```